Computed, not measured: a single CH5N3S molecule in a non-equilibrium geometry, with ωB97M-V/def2-TZVPD.

Bonds (Å) are listed after each position.
Positions of all 10 atoms, in Å:
1 N 1.553 0.610 0.164  N2 1.361, H6 0.983, H7 1.003
2 N 0.784 -0.513 0.144  N1 1.361, N3 1.373, H8 1.064
3 N -0.451 -0.418 -0.449  N2 1.373, C4 1.320, H9 1.033
4 C -1.490 -0.109 0.304  N3 1.320, S5 1.640, H10 1.151
5 S -3.047 0.281 -0.032  C4 1.640
6 H 1.785 0.947 -0.729  N1 0.983
7 H 1.367 1.227 0.934  N1 1.003
8 H 1.289 -1.358 -0.260  N2 1.064
9 H -0.697 -0.439 -1.452  N3 1.033
10 H -1.093 -0.229 1.377  C4 1.151

SMILES string   NNNC=S
Calculated total energy   -16421.2792 eV
Gap between HOMO and LUMO   9.23 eV
Largest force on an atom   0.06332 hartree/bohr
Energy above the lowest of the compared OMol25 structures with the same formula, charge and spin   197.0 kJ/mol